Record 1
# C31H39N2OSiSn

A molecular structure, C31H39N2OSiSn (ωB97M-V/def2-TZVPD, the OMol25 dataset).

Results
E_HOMO (alpha / beta): -11.0 / -11.0 eV
Lowest unoccupied orbital energy (alpha / beta): -5.28 / -6.06 eV
HOMO-LUMO gap (alpha / beta): 5.7 / 4.9 eV
Total charge: +1

Cartesian coordinates (Å):
Sn (0.36741, 0.60773, 0.33650)
Si (2.40573, 3.32781, 1.53649)
O (-1.72859, -3.28231, -3.42850)
N (2.07956, 2.02655, 0.39873)
N (-0.66006, -4.08650, -1.63265)
C (-0.61821, -4.35982, 2.14190)
C (3.34592, 0.33975, -2.62527)
C (2.62120, 2.81836, 3.32593)
C (2.97188, 2.96023, -1.68769)
C (-2.44343, -4.33289, 0.54516)
C (-2.90514, -4.53121, 2.91453)
C (-1.24331, -0.93033, 2.24143)
C (-3.54326, -1.05713, -1.88157)
C (-0.33539, 1.09570, 2.83095)
C (-1.53444, -4.46682, 3.18937)
C (-0.65511, 1.52023, -1.83544)
C (-1.82454, 0.71297, -1.54796)
C (1.00366, 4.54704, 1.44710)
C (-3.36145, -4.46744, 1.59735)
C (-0.05651, -4.06963, -0.29870)
C (-2.13607, -0.59671, -2.24009)
C (2.81971, 0.53454, -1.36408)
C (-1.21393, -3.04309, -2.33260)
C (-1.54270, 0.38987, 2.61454)
C (3.56072, 2.73424, -2.92528)
C (0.75807, 0.16310, 2.62299)
C (-2.54953, 1.39012, -0.53281)
C (2.68318, 1.85881, -0.84586)
C (-1.86138, 2.59002, -0.17993)
C (3.78342, 1.43264, -3.38978)
C (-0.72796, 2.70701, -1.03110)
C (-1.07153, -4.24737, 0.82145)
C (-1.12440, -1.65316, -1.69768)
C (-1.97790, -0.40436, -3.74250)
C (0.17030, -1.09562, 2.20740)
C (4.07736, 4.02679, 1.07885)
H (-2.54468, 0.79172, 2.78390)
H (-0.00036, 1.38391, -2.69623)
H (2.48880, -0.33350, -0.77137)
H (-2.26557, -1.32611, -4.24332)
H (0.65347, -4.91180, -0.25744)
H (-3.62565, -1.27199, -0.80833)
H (0.87746, 4.98237, 0.44571)
H (-1.17081, -4.50413, 4.21595)
H (4.25907, 1.26622, -4.36092)
H (4.82116, 3.21378, 1.04658)
H (-3.61804, -4.64277, 3.73017)
H (-2.78584, -4.31862, -0.49345)
H (-0.62246, -4.94880, -2.14586)
H (1.70644, 2.48868, 3.84050)
H (-0.94700, -0.17525, -4.02277)
H (-0.08569, -1.30990, -1.86340)
H (0.46093, -4.35249, 2.33599)
H (-4.28065, -0.29513, -2.15483)
H (-1.24733, -1.75968, -0.60320)
H (0.52186, -3.14031, -0.13890)
H (-2.17611, 3.31165, 0.58753)
H (1.25273, 5.36985, 2.13720)
H (-3.53703, 1.12011, -0.15934)
H (-0.08417, 3.59075, -1.15312)
H (-3.75374, -1.96844, -2.44289)
H (2.99299, 3.71017, 3.86507)
H (-4.42284, -4.52811, 1.36089)
H (0.72553, -2.01310, 2.03076)
H (4.42589, 4.75422, 1.82696)
H (3.83042, 3.58285, -3.55058)
H (3.38693, 2.03193, 3.43031)
H (3.41712, -0.68055, -3.01157)
H (2.69109, 3.97317, -1.38319)
H (0.03865, 4.12256, 1.76297)
H (1.79261, 0.32289, 2.88972)
H (-2.62121, 0.40793, -4.09247)
H (-0.21886, 2.10005, 3.23024)
H (4.09656, 4.53276, 0.10241)
H (-1.96493, -1.73601, 2.09915)

Atoms 1-6, force components in eV/Å:
-1.0068 -0.1950 0.9860
0.4348 1.1088 0.7116
0.5192 0.4892 1.1328
1.3440 -0.9519 -1.7643
0.5274 0.8221 0.3942
-0.2694 0.1490 -0.0957

***

Record 2
# C31H39N5O6

A single C31H39N5O6 molecule (ωB97M-V/def2-TZVPD, the OMol25 dataset).

Results
E_HOMO: -8.9 eV
Lowest unoccupied orbital energy: 0.41 eV
SMILES: CC(C)(C)OC(=O)NCc1ccc(CNC(=O)c2[nH]cnc2C(=O)N[C@@H](Cc2ccccc2)C(=O)OC(C)(C)C)cc1
HOMO-LUMO gap: 9.3 eV

Cartesian coordinates (Å):
O (-4.22968, 2.93996, 1.04179)
O (5.41873, 1.68460, 0.85809)
O (-2.06900, -5.19586, 0.88918)
O (6.38451, 0.33679, -0.71144)
O (-2.50493, 4.02911, 0.06735)
O (-1.24589, -0.71446, 0.20459)
N (5.31041, -0.50229, 1.09790)
N (-0.88558, -3.42080, 0.09452)
N (-4.42464, -1.43143, 1.70766)
N (-4.04784, -3.58830, 1.82635)
N (-3.09664, 0.55411, 0.47787)
C (-2.68930, -1.95164, -2.78844)
C (-2.41297, -0.59651, 0.56973)
C (-2.42891, 0.39470, -2.31507)
C (-1.12415, 0.32814, -2.78544)
C (-2.59008, 1.70955, -0.20578)
C (2.49497, -4.33623, 0.49844)
C (1.82120, -2.29015, -0.54360)
C (-1.38730, -2.00858, -3.25293)
C (-4.28685, 5.68700, -0.15281)
C (-1.91565, -3.99172, 0.72254)
C (-3.20789, -0.75545, -2.32486)
C (-2.95874, 1.66426, -1.71393)
C (-2.95413, -3.05389, 1.20955)
C (1.52971, -3.59740, -0.16934)
C (-3.20592, -1.69123, 1.14569)
C (-2.95230, 5.48734, 1.97709)
C (-2.92184, 5.37017, 0.45478)
C (5.38116, -1.88710, 0.69675)
C (5.22986, 3.04710, -1.15982)
C (-3.21253, 2.96451, 0.39800)
C (4.02727, -2.48247, 0.40427)
C (0.18590, -4.18974, -0.49684)
C (-1.84299, 6.27637, -0.13659)
C (5.75905, 0.50299, 0.30798)
C (7.35970, 3.00810, 0.18585)
C (5.27148, 4.00716, 1.16167)
C (3.05705, -1.74151, -0.26030)
C (-0.60675, -0.86487, -3.25509)
C (3.73124, -3.78368, 0.78396)
C (5.83448, 2.92480, 0.23909)
C (-4.89557, -2.57870, 2.10734)
H (0.10180, -5.21373, -0.12323)
H (-3.17030, 6.51351, 2.25888)
H (-1.98774, 5.20482, 2.39324)
H (5.47861, 4.01615, -1.58330)
H (-0.50793, 1.21578, -2.77466)
H (-3.30119, -2.84194, -2.78052)
H (-2.05637, 7.31341, 0.10375)
H (-5.83899, -2.71069, 2.59808)
H (-1.50015, 1.72894, -0.10633)
H (6.00057, -1.90568, -0.20697)
H (5.52760, 4.99073, 0.77935)
H (-4.26069, 5.54070, -1.23070)
H (-0.87039, 6.01095, 0.26871)
H (7.66075, 3.97829, -0.19945)
H (-5.05110, 5.04197, 0.27176)
H (0.41020, -0.90542, -3.61780)
H (1.07467, -1.70012, -1.05442)
H (4.18998, 3.91878, 1.22268)
H (5.62315, 2.26679, -1.80541)
H (-4.13783, -4.58004, 1.99573)
H (4.14722, 2.95052, -1.10825)
H (7.77548, 2.87855, 1.18292)
H (5.68346, 3.89546, 2.16108)
H (4.72478, -0.25698, 1.88013)
H (3.27867, -0.72858, -0.56319)
H (-1.80963, 6.16262, -1.21686)
H (-4.04611, 1.70605, -1.80710)
H (-4.03700, 0.58997, 0.85215)
H (-3.71780, 4.83822, 2.39304)
H (-2.52352, 2.53866, -2.19928)
H (5.88597, -2.46835, 1.47624)
H (-4.22508, -0.71623, -1.96050)
H (-0.98190, -2.94172, -3.61586)
H (0.05375, -4.20465, -1.58774)
H (-4.54592, 6.72121, 0.05486)
H (4.47404, -4.37118, 1.30457)
H (7.75409, 2.23105, -0.46288)
H (-0.84005, -2.39949, 0.04083)
H (2.27909, -5.35096, 0.79965)

Atoms 1-6, force components in eV/Å:
-0.1134 0.0747 0.0478
-0.1003 0.0176 0.1202
-0.1461 -0.2403 0.1012
0.1379 0.0739 -0.3744
0.3189 0.2166 -0.1790
0.1458 0.0248 0.0131

***

Record 3
# C31H40BrFI2NO2SbTi

A molecular structure, C31H40BrFI2NO2SbTi (ωB97M-V/def2-TZVPD, the OMol25 dataset).

Results
E_HOMO (alpha / beta): -7.5 / -8.3 eV
Lowest unoccupied orbital energy (alpha / beta): -0.38 / -2.04 eV
HOMO-LUMO gap (alpha / beta): 7.2 / 6.3 eV
2S+1: 3

Cartesian coordinates (Å):
I (-0.50577, 1.47933, 6.29057)
I (-0.53130, 1.46626, 2.97218)
Sb (0.69607, 2.95025, -0.37155)
Br (4.18765, -3.09110, -5.38045)
Ti (-0.06878, 0.25894, 0.61834)
F (-0.62049, 0.29812, -1.62563)
O (3.65218, 0.49309, 0.49253)
O (1.55206, -0.06109, 0.12426)
N (-1.25871, -1.17593, 0.46426)
C (0.19196, -3.08455, 2.30361)
C (-0.66471, 5.75364, -0.70763)
C (2.46237, -2.19207, -3.30245)
C (0.54202, -3.51532, 0.87904)
C (-3.28479, 0.86131, 0.23694)
C (-1.21174, -2.54211, 2.51050)
C (-3.72498, -1.54216, 3.18960)
C (-1.51208, -1.32675, -3.18135)
C (-2.60119, -3.26526, -2.27722)
C (-5.03914, -0.90566, 0.44852)
C (-2.18409, -2.52664, -3.37890)
C (3.16275, -0.92339, -1.37154)
C (4.79842, -1.66853, -2.97728)
C (-1.62589, -1.66536, -0.74278)
C (1.84070, 4.48894, 2.12680)
C (3.45115, 2.89041, -1.86208)
C (1.21981, -2.07282, 2.82394)
C (2.18808, 3.34895, 1.18785)
C (2.03177, 2.37778, -2.01828)
C (-2.35313, -2.84890, -0.98514)
C (-3.12618, -1.10924, 2.00925)
C (-1.85537, -2.94004, 3.67614)
C (2.82440, -0.11730, -0.16619)
C (-1.25721, -0.94079, -1.88972)
C (3.78131, -2.24066, -3.72944)
C (2.16341, -1.53871, -2.12617)
C (4.48549, -1.01189, -1.80430)
C (-3.96290, -0.11738, 1.21005)
C (0.57324, 4.99977, -1.14319)
C (-1.86862, -1.63569, 1.65386)
C (-3.10534, -2.45869, 4.01309)
H (-4.68947, -1.14318, 3.47581)
H (-4.46588, 0.49914, 1.96711)
H (5.25059, -0.53817, -1.21080)
H (-2.71276, -3.41981, -0.14039)
H (-5.69936, -0.22520, -0.08412)
H (-4.57520, -1.57510, -0.27428)
H (2.02420, 1.29117, -2.11209)
H (1.42761, -4.14671, 0.90307)
H (-0.73441, 5.79493, 0.37743)
H (0.60320, 4.91797, -2.22842)
H (-0.26590, -4.08605, 0.42725)
H (0.76340, -2.65254, 0.24721)
H (-5.63221, -1.50057, 1.13865)
H (4.02565, 2.67945, -2.76444)
H (1.70748, 5.42052, 1.58187)
H (1.13365, -1.49344, -1.79670)
H (1.57459, 2.79784, -2.91782)
H (-3.13539, -4.19105, -2.43730)
H (2.21104, -2.51888, 2.82595)
H (-0.63126, 6.77561, -1.08505)
H (5.82316, -1.72166, -3.31042)
H (-1.56641, 5.28148, -1.09589)
H (0.26948, -3.97674, 2.93570)
H (3.45139, 3.97019, -1.70387)
H (-3.92393, 1.73978, 0.14348)
H (-1.20118, -0.69758, -4.00200)
H (-2.41158, -2.86295, -4.37896)
H (0.93762, 4.28885, 2.69931)
H (2.65735, 4.62612, 2.83208)
H (-1.36321, -3.63514, 4.34121)
H (1.67450, -2.65035, -3.88093)
H (0.98252, -1.76485, 3.84104)
H (-3.58210, -2.78646, 4.92380)
H (1.25038, -1.18183, 2.17494)
H (1.47218, 5.51765, -0.81777)
H (-2.29736, 1.21063, 0.58629)
H (3.95269, 2.40370, -1.02564)
H (3.12353, 3.56532, 0.67355)
H (-3.18704, 0.42551, -0.75971)
H (2.31600, 2.41365, 1.74076)

Atoms 1-6, force components in eV/Å:
0.0136 -0.0554 0.0277
-0.0425 0.0908 0.4799
1.1480 0.8724 -0.2723
-0.0137 0.0881 0.2295
-2.3794 2.5764 0.3336
-0.3756 -0.9948 -0.0546

***

Number 1: maximum force 2.41 eV/A. Number 2: maximum force 0.96 eV/A. Number 3: maximum force 3.52 eV/A.